Formula: C3H10N2O2
Source: the Open Molecules 2025 dataset
Level of theory: the ωB97M-V functional and the def2-TZVPD basis

XYZ file:
```
17
Properties=species:S:1:pos:R:3
C -1.049 0.478 0.532
C 0.164 -0.065 -1.837
C 1.352 0.599 1.717
N 0.494 -0.162 0.809
N 0.028 -1.049 -2.715
O -1.468 -0.081 -0.557
O -1.785 0.188 1.711
H -2.409 -0.497 1.435
H -0.833 1.562 0.532
H 0.292 -1.090 1.173
H 0.222 -1.997 -2.426
H -0.368 -0.962 -3.645
H -0.144 0.892 -2.258
H 0.799 -0.236 -0.307
H 1.605 1.550 1.248
H 2.279 0.067 1.939
H 0.820 0.802 2.648
```

As for the energy above the lowest of the compared OMol25 structures with the same formula, charge and spin: 95.4 kcal per mole. The electronic energy comes out at -10345.3510 eV. Its LUMO energy is 1.02 eV. As for the charge: 0. For the gap between HOMO and LUMO, the calculation gives 0.320 Eh.

Here are the Löwdin charges for atoms 1 to 8, given in e: C -0.55; C -0.09; C -0.09; N -0.06; N 0.00; O -0.15; O -0.01; H 0.09



Formula: C4H5N2S
Source: the Open Molecules 2025 dataset
Level of theory: the ωB97M-V functional and the def2-TZVPD basis

XYZ file:
```
12
Properties=species:S:1:pos:R:3
C 0.900 0.387 -0.487
C 2.687 -1.139 0.347
C 1.490 -1.583 0.079
C -2.329 0.243 0.024
N 0.521 -0.872 -0.326
N -1.892 1.486 0.068
S 2.540 0.578 -0.147
H 3.615 -1.698 0.761
H -3.291 -0.114 0.364
H -1.821 -0.647 -0.362
H 0.172 1.229 -0.938
H -2.593 2.129 0.617
```

As for the energy above the lowest of the compared OMol25 structures with the same formula, charge and spin: 96.4 kcal per mole. The electronic energy comes out at -18031.1726 eV. Its LUMO energy (alpha / beta) is -8.51 / -8.51 eV. As for the charge: +1. For the gap between HOMO and LUMO (alpha / beta), the calculation gives 0.197 / 0.197 Eh.

Here are the Löwdin charges for atoms 1 to 8, given in e: C -0.40; C -0.25; C 0.04; C -0.11; N 0.07; N 0.00; S 1.15; H 0.15



Formula: C5H8O
Source: the Open Molecules 2025 dataset
Level of theory: the ωB97M-V functional and the def2-TZVPD basis

XYZ file:
```
14
Properties=species:S:1:pos:R:3
C -1.758 -0.367 -0.625
C -0.391 0.298 -0.876
O -0.135 1.385 0.006
C 0.880 0.940 1.100
C 1.411 -0.346 0.637
C 0.902 -0.860 -0.482
H -2.668 0.226 -0.825
H -1.810 -1.268 -1.246
H -1.790 -0.658 0.428
H -0.278 0.588 -1.943
H 1.729 1.655 1.186
H 0.473 0.787 2.134
H 2.148 -0.550 1.420
H 1.287 -1.830 -0.915
```

As for the energy above the lowest of the compared OMol25 structures with the same formula, charge and spin: 58.5 kcal per mole. The electronic energy comes out at -7359.7202 eV. Its LUMO energy is 1.07 eV. As for the SMILES: C[C@@H]1C=CCO1. As for the charge: 0. For the gap between HOMO and LUMO, the calculation gives 0.385 Eh.

Here are the Löwdin charges for atoms 1 to 8, given in e: C -0.07; C -0.32; O -0.14; C -0.14; C -0.18; C 0.03; H 0.08; H 0.07



Formula: C16H26ClO5P2Ru
Source: the Open Molecules 2025 dataset
Level of theory: the ωB97M-V functional and the def2-TZVPD basis

XYZ file:
```
51
Properties=species:S:1:pos:R:3
C 0.245 -0.280 -5.145
C 0.187 0.067 -3.719
H 1.184 -0.258 -5.708
H -0.435 0.441 -5.616
H -0.430 -1.107 -5.363
O 1.156 0.706 -3.119
Cl -1.408 0.272 -2.996
Ru 0.423 -0.111 -0.513
P 0.272 2.210 -0.952
C 1.726 3.131 -0.376
C -0.087 3.042 -2.544
H -0.293 4.088 -2.323
H -1.413 3.735 -0.180
H -0.974 2.598 -3.006
H -1.952 2.028 -0.111
H 2.594 2.819 -0.969
H 0.771 2.967 -3.219
C -1.120 2.709 0.090
H 1.551 4.202 -0.545
H -0.855 2.581 1.147
H 1.891 2.923 0.689
P 0.455 -2.177 -1.196
C 1.880 -3.083 -0.550
C -0.994 -2.935 -0.365
H -0.743 -2.518 -3.260
H 0.183 -3.940 -2.768
H 1.021 -2.554 -3.527
C 0.214 -2.852 -2.857
H -1.844 -2.249 -0.468
H -1.242 -3.898 -0.828
H 1.767 -4.154 -0.756
H 1.987 -2.886 0.526
H -0.814 -3.050 0.708
H 2.780 -2.745 -1.077
C 2.281 -0.006 0.113
O 3.423 0.032 0.338
O 0.365 1.767 3.202
C -0.446 0.902 3.902
C -1.182 1.316 5.046
C -1.985 0.415 5.761
C -2.101 -0.905 5.281
C -1.432 -1.287 4.120
C -0.622 -0.392 3.421
C 0.102 -0.683 2.097
O 1.251 -1.055 2.139
O -0.568 -0.343 0.999
H 1.163 1.347 2.860
H -1.084 2.339 5.422
H -2.517 0.709 6.702
H -2.761 -1.601 5.798
H -1.569 -2.278 3.694
```

The electronic energy comes out at -60901.9362 eV. Its LUMO energy (alpha / beta) is -11.31 / -12.96 eV. As for the charge: +3. The multiplicity is 5. For the gap between HOMO and LUMO (alpha / beta), the calculation gives 0.253 / 0.236 Eh.

Here are the Löwdin charges for atoms 1 to 8, given in e: C -0.03; C -0.75; H 0.13; H 0.13; H 0.11; O -0.14; Cl 0.80; Ru 0.99



Formula: C5H13N2
Source: the Open Molecules 2025 dataset
Level of theory: the ωB97M-V functional and the def2-TZVPD basis

XYZ file:
```
20
Properties=species:S:1:pos:R:3
C 1.654 -1.277 0.239
C -0.273 0.354 1.668
C -0.976 -0.576 -0.342
C -1.244 -0.531 -1.794
C -0.394 1.740 -0.293
N -0.636 0.479 0.381
N 1.615 -0.574 1.369
H 1.336 -2.302 0.233
H 1.964 -0.812 -0.677
H -0.084 1.256 2.222
H -0.690 -0.474 2.215
H -1.232 -1.471 0.203
H -2.204 -0.047 -1.989
H -1.300 -1.541 -2.187
H -0.487 0.021 -2.348
H -1.268 2.017 -0.884
H -0.206 2.525 0.435
H 0.463 1.663 -0.964
H 1.582 -1.087 2.244
H 2.159 0.282 1.416
```

As for the energy above the lowest of the compared OMol25 structures with the same formula, charge and spin: 88.4 kcal per mole. The electronic energy comes out at -8366.9783 eV. Its LUMO energy is -3.43 eV. As for the charge: +1. For the gap between HOMO and LUMO, the calculation gives 0.302 Eh.

Here are the Löwdin charges for atoms 1 to 8, given in e: C 0.00; C -0.01; C -0.12; C -0.06; C 0.01; N -0.23; N 0.03; H 0.08



Formula: C34H37BrCuGeN5
Source: the Open Molecules 2025 dataset
Level of theory: the ωB97M-V functional and the def2-TZVPD basis

XYZ file:
```
79
Properties=species:S:1:pos:R:3
Cu -0.115 1.180 0.694
N -0.348 1.556 3.176
C -0.032 2.984 3.361
C -0.455 3.834 2.166
N 0.039 3.339 0.869
C 1.470 3.573 0.606
C 2.418 2.494 1.189
N 1.940 1.107 0.975
H 0.350 0.952 3.617
H -1.211 1.308 3.644
H -0.525 3.391 4.261
H 1.041 3.064 3.537
H -1.541 3.840 2.083
H -0.162 4.877 2.355
H -0.524 3.743 0.134
H 1.587 3.649 -0.479
H 1.791 4.538 1.018
H 3.419 2.639 0.773
H 2.539 2.634 2.261
H 2.342 0.660 0.159
H 2.181 0.499 1.745
Br 4.590 1.217 -5.901
C 3.178 1.257 -4.691
C 1.889 1.011 -5.133
C 0.833 0.989 -4.235
C 1.071 1.221 -2.892
C 2.368 1.459 -2.458
C 3.435 1.474 -3.348
N 0.053 1.182 -1.897
C -1.185 1.131 -2.192
C -2.271 1.143 -1.178
C -3.566 1.353 -1.592
C -4.590 1.409 -0.638
C -4.293 1.183 0.697
C -2.961 0.971 1.029
N -1.965 0.973 0.121
H 1.716 0.860 -6.189
H -0.161 0.767 -4.617
H 2.574 1.653 -1.418
H 4.452 1.596 -3.001
H -1.548 1.180 -3.214
H -3.795 1.485 -2.637
H -5.611 1.594 -0.942
H -5.054 1.197 1.465
H -2.666 0.796 2.050
C -3.699 -2.956 -2.374
C -2.385 -3.152 -2.750
C -1.350 -2.712 -1.946
C -1.606 -2.117 -0.721
C -2.933 -1.982 -0.317
C -3.964 -2.368 -1.143
Ge -0.124 -1.576 0.422
C 1.644 -1.979 -0.270
C 2.551 -2.663 0.534
C 3.751 -3.094 0.008
C 4.080 -2.835 -1.315
C 3.182 -2.143 -2.108
C 1.968 -1.722 -1.598
C -0.348 -1.977 2.306
C -1.441 -2.708 2.728
C -1.550 -3.130 4.042
C -0.555 -2.832 4.944
C 0.546 -2.095 4.532
C 0.656 -1.679 3.227
H -4.502 -3.271 -3.031
H -2.176 -3.635 -3.690
H -0.342 -2.851 -2.270
H -3.173 -1.535 0.635
H -4.980 -2.240 -0.819
H 2.300 -2.895 1.566
H 4.419 -3.663 0.653
H 5.029 -3.172 -1.723
H 3.413 -1.918 -3.140
H 1.262 -1.196 -2.222
H -2.220 -2.966 2.011
H -2.400 -3.713 4.358
H -0.620 -3.190 5.972
H 1.338 -1.878 5.235
H 1.536 -1.123 2.925
```

The electronic energy comes out at -214494.5183 eV. Its LUMO energy (alpha / beta) is -6.64 / -6.64 eV. As for the charge: +2. For the gap between HOMO and LUMO (alpha / beta), the calculation gives 0.249 / 0.249 Eh.

Here are the Löwdin charges for atoms 1 to 8, given in e: Cu 0.31; N 0.02; C -0.22; C -0.18; N -0.10; C -0.17; C -0.18; N 0.02